Record 1
Here is the molecule C6H9NO in a non-equilibrium geometry from OMol25. Energies are from wB97M-V/def2-TZVPD.

Computed properties:
Gap between HOMO and LUMO   0.3553 hartree
SMILES   CC(C)Nc1cc1=O
Energy relative to the best compared isomer or geometry (same formula, charge and spin)   112.7 kcal per mole
LUMO energy   0.47 eV
2S+1   1

Structure (XYZ):
```
17
Properties=species:S:1:pos:R:3:mulliken_charge:R:1
C 0.27076 -1.55338 -0.29977 -1.282
C -0.54188 -0.44351 -1.01769 0.468
C 0.31721 0.41152 -1.89054 -1.196
N -1.17293 0.45817 -0.04219 -0.367
C -0.38384 0.64345 1.46466 0.149
C -0.08705 1.62661 2.39896 -0.612
C 0.76366 0.47640 2.27126 0.528
O 1.74219 -0.12412 2.56096 -0.566
H 1.15827 -1.02124 0.12169 0.308
H -0.25354 -1.95310 0.48395 0.423
H 0.42676 -2.43929 -1.09840 0.264
H -1.37129 -0.86597 -1.71467 0.354
H 0.03718 1.47244 -2.03688 0.335
H 0.44383 0.07284 -2.91375 0.347
H 1.39288 0.32460 -1.42687 0.217
H -2.12387 0.44632 0.28964 0.283
H -0.61835 2.46825 2.84966 0.347
```


Record 2
Here is a structure of composition C6H9NO in a non-equilibrium geometry from OMol25. Energies are from wB97M-V/def2-TZVPD.

Computed properties:
Gap between HOMO and LUMO   0.2043 hartree
Energy relative to the best compared isomer or geometry (same formula, charge and spin)   282.8 kcal per mole
LUMO energy   -2.37 eV
2S+1   1

Structure (XYZ):
```
17
Properties=species:S:1:pos:R:3:mulliken_charge:R:1
C 1.17850 -2.05758 0.72855 -0.664
C -0.21903 -1.76535 1.06767 -0.155
N -1.19743 -1.33782 0.02599 -0.483
C -0.57965 -0.76333 -1.07504 -0.256
C 0.85688 -0.62171 0.86556 -0.153
C 0.65430 1.52242 -0.30637 -0.689
C 0.23108 0.16674 -0.27878 0.700
H 1.43467 -3.02301 0.44769 0.481
H -0.69405 -1.96684 2.04946 0.360
H 0.05601 -1.48005 -1.64383 0.262
H 1.60757 0.05663 1.38273 0.325
H 1.09971 2.04085 0.61939 0.214
H -0.56782 1.29313 -0.03685 0.295
H -1.21278 -0.28863 -1.83347 0.304
H -2.00711 3.30461 -0.18836 0.177
H 0.73500 2.19291 -1.13446 0.203
O -1.37585 2.72702 -0.68989 -0.919
```


Record 3
Here is a structure of composition C6H9NO in a non-equilibrium geometry from OMol25. Energies are from wB97M-V/def2-TZVPD.

Computed properties:
Gap between HOMO and LUMO   0.3658 hartree
Energy relative to the best compared isomer or geometry (same formula, charge and spin)   220.3 kcal per mole
LUMO energy   0.80 eV
2S+1   1

Structure (XYZ):
```
17
Properties=species:S:1:pos:R:3:mulliken_charge:R:1
C 0.43708 1.74271 0.36953 -0.733
C -0.12348 -0.38057 1.24621 -0.072
C -0.67071 -1.39048 0.05594 -0.710
C -0.07344 -1.17772 -1.31123 -0.456
C 0.03159 0.64251 -0.54095 0.444
C -1.04311 0.05017 0.31414 -0.134
H -0.19831 2.53810 0.74671 0.325
H 1.17256 2.14378 -0.26592 0.372
H 1.88329 0.42834 0.70209 0.414
H -0.09635 -1.02133 2.21381 0.395
H -1.16538 -2.20002 0.45216 0.549
H 1.08689 -1.13054 -1.47099 0.388
H -0.73576 -1.74383 -2.20071 0.254
H 1.07730 0.08743 -0.40949 -0.256
H -2.12205 0.62378 0.46498 0.307
N 0.93366 0.67071 1.47068 -0.625
O -0.39377 0.11697 -1.83696 -0.462
```


Number 1 is which compound?
C6H9NO


Number 2 is which compound?
C6H9NO